Entry 1:
This record from OMol25 describes a structure of composition C19H12BrN3O4Pt in a non-equilibrium geometry. The level of theory is ωB97M-V/def2-TZVPD.

Last column: Löwdin charge in e.
Atoms and positions in Å:
Pt (-0.43, 0.14, -1.09)  1.5159
O (2.71, 1.47, -3.51)  0.2226
C (1.78, 1.33, -2.79)  -0.4065
N (1.28, 0.11, -2.32)  0.0602
C (1.77, -1.11, -2.76)  -0.4045
O (2.72, -1.28, -3.46)  0.2263
C (0.89, -2.23, -2.29)  -0.1674
C (1.28, -3.54, -2.45)  0.0715
C (0.40, -4.54, -2.04)  0.0344
C (-0.84, -4.18, -1.52)  0.0200
C (-1.15, -2.84, -1.39)  -0.0717
N (-0.28, -1.90, -1.77)  -0.0202
C (0.94, 2.47, -2.30)  -0.1701
C (1.36, 3.77, -2.47)  0.0696
C (0.50, 4.79, -2.09)  0.0361
C (-0.75, 4.47, -1.57)  0.0181
C (-1.09, 3.13, -1.41)  -0.0688
N (-0.24, 2.17, -1.76)  -0.0307
H (2.25, -3.76, -2.88)  0.1500
H (0.68, -5.58, -2.14)  0.1403
H (-1.56, -4.93, -1.21)  0.1360
H (-2.09, -2.52, -0.98)  0.1367
H (2.33, 3.96, -2.91)  0.1494
H (0.80, 5.82, -2.20)  0.1403
H (-1.46, 5.23, -1.29)  0.1358
H (-2.04, 2.84, -1.00)  0.1352
Br (-1.02, 2.69, 3.19)  0.9401
C (-0.82, 0.94, 3.87)  -0.5610
C (-0.83, 0.75, 5.24)  -0.0827
C (-0.72, -0.54, 5.75)  -0.0105
C (-0.62, -1.63, 4.90)  -0.0269
C (-0.59, -1.44, 3.53)  0.0074
C (-0.68, -0.16, 3.00)  -0.1713
C (-0.62, 0.00, 1.54)  -0.5239
O (-0.68, 1.13, 0.94)  -0.1079
O (-0.49, -1.02, 0.79)  -0.0232
H (-0.92, 1.60, 5.89)  0.1190
H (-0.74, -0.68, 6.82)  0.1304
H (-0.56, -2.63, 5.31)  0.1243
H (-0.49, -2.28, 2.86)  0.1276

* HOMO level (spin up / spin down): -14.905 / -14.916 eV
* E_tot: -105828.42135 eV
* total charge: +2

Entry 2:
This record from OMol25 describes an isolated molecule of C19H12ClN5 in a non-equilibrium geometry. The level of theory is ωB97M-V/def2-TZVPD.

Last column: Löwdin charge in e.
Atoms and positions in Å:
Cl (1.99, -1.95, 2.12)  0.6741
C (0.54, -2.19, 1.19)  -0.6622
C (0.36, -3.42, 0.55)  -0.1088
C (-0.78, -3.64, -0.20)  -0.0096
C (-1.70, -2.61, -0.31)  -0.2039
N (-2.89, -2.55, -0.98)  0.0955
C (-3.44, -1.32, -0.81)  -0.0166
C (-2.62, -0.54, -0.04)  -0.1151
C (-2.91, 0.83, 0.28)  -0.2370
N (-4.11, 1.33, 0.48)  0.0722
N (-3.95, 2.61, 0.77)  -0.0444
N (-2.73, 2.94, 0.78)  0.0485
N (-2.01, 1.85, 0.46)  -0.0022
C (-0.62, 1.88, 0.33)  -0.2121
C (0.12, 2.63, 1.26)  -0.0065
C (1.49, 2.62, 1.20)  -0.0120
C (2.17, 1.85, 0.23)  -0.1654
C (3.57, 1.78, 0.18)  -0.0310
C (4.20, 1.02, -0.76)  -0.0762
C (3.45, 0.31, -1.71)  -0.0756
C (2.09, 0.36, -1.70)  -0.0266
C (1.41, 1.13, -0.73)  -0.1572
C (0.00, 1.17, -0.67)  0.0289
C (-1.50, -1.35, 0.32)  -0.1191
C (-0.37, -1.16, 1.12)  -0.0502
H (1.10, -4.19, 0.65)  0.1016
H (-0.95, -4.59, -0.68)  0.1117
H (-3.30, -3.31, -1.51)  0.1626
H (-4.38, -1.05, -1.26)  0.1315
H (-0.41, 3.20, 2.01)  0.1118
H (2.07, 3.18, 1.92)  0.1164
H (4.15, 2.33, 0.92)  0.1131
H (5.28, 0.96, -0.79)  0.1034
H (3.97, -0.29, -2.45)  0.1034
H (1.50, -0.19, -2.42)  0.1145
H (-0.57, 0.63, -1.41)  0.1325
H (-0.20, -0.25, 1.66)  0.1098

* HOMO level: -8.483 eV
* E_tot: -39870.66420 eV

Entry 3:
This record from OMol25 describes a structure of composition C19H12LiN3S3. The level of theory is ωB97M-V/def2-TZVPD.

Last column: Löwdin charge in e.
Atoms and positions in Å:
Li (0.30, 0.15, -0.04)  0.4415
C (2.49, -3.32, 1.20)  -0.0629
C (2.11, -2.03, 0.76)  -0.1490
N (0.85, -1.70, 0.60)  0.0494
C (-0.13, -2.60, 0.85)  -0.1448
C (0.16, -3.91, 1.29)  -0.1813
C (1.52, -4.24, 1.46)  -0.0492
C (-0.91, -4.82, 1.54)  -0.1004
C (-2.19, -4.40, 1.34)  -0.1325
C (-2.50, -3.09, 0.90)  -0.0417
C (-1.51, -2.14, 0.63)  -0.2195
N (-1.60, -0.87, 0.21)  0.0346
C (-2.68, -0.13, -0.08)  -0.2186
C (-4.04, -0.44, -0.04)  -0.0417
C (-5.04, 0.50, -0.40)  -0.1322
C (-4.74, 1.77, -0.80)  -0.0998
C (-3.37, 2.16, -0.86)  -0.1808
C (-2.95, 3.45, -1.27)  -0.0477
C (-1.62, 3.76, -1.31)  -0.0587
C (-0.68, 2.77, -0.94)  -0.1338
N (-1.05, 1.57, -0.56)  0.0533
C (-2.36, 1.24, -0.51)  -0.1447
H (3.54, -3.55, 1.33)  0.0918
H (2.84, -1.25, 0.54)  0.0662
H (1.77, -5.24, 1.80)  0.0999
H (-0.68, -5.83, 1.88)  0.0856
H (-3.01, -5.09, 1.53)  0.0850
H (-3.54, -2.85, 0.77)  0.0539
H (-4.37, -1.42, 0.26)  0.0538
H (-6.08, 0.20, -0.34)  0.0849
H (-5.51, 2.48, -1.07)  0.0859
H (-3.71, 4.18, -1.54)  0.1001
H (-1.28, 4.74, -1.61)  0.0943
H (0.39, 2.97, -0.96)  0.0770
S (4.10, 2.93, -0.77)  0.1402
C (2.86, 1.79, -0.46)  -1.9597
S (2.18, 1.62, 1.13)  0.2008
S (2.31, 0.70, -1.69)  0.2008

* HOMO level: 0.064 eV
* ΔE to the lowest compared entry with this formula, charge and spin: 0.0 kcal/mol
* E_tot: -57082.56617 eV
* total charge: -2

Entry 4:
This record from OMol25 describes a structure of composition C19H13AsFN3O10STi. The level of theory is ωB97M-V/def2-TZVPD.

Last column: Löwdin charge in e.
Atoms and positions in Å:
Ti (1.05, 0.20, -2.33)  1.0493
O (0.35, 1.32, -3.60)  -0.3156
As (3.12, 2.11, -0.42)  1.0310
O (2.52, 1.48, 1.00)  -0.6750
O (2.51, 1.01, -1.80)  -0.6361
C (1.87, 3.68, -0.83)  -0.2911
C (2.63, 4.85, -0.97)  -0.1729
C (2.06, 6.10, -1.18)  -0.1191
C (0.68, 6.22, -1.26)  -0.1098
C (-0.10, 5.08, -1.14)  -0.0858
C (0.48, 3.83, -0.93)  -0.2502
S (-0.75, 2.53, -0.82)  0.4950
O (-1.59, 2.73, -1.99)  -0.3305
O (-1.42, 2.70, 0.45)  -0.3046
O (-0.04, 1.23, -0.87)  -0.4221
H (-0.44, 1.83, -3.37)  -0.0178
H (3.71, 4.76, -0.91)  0.0598
H (2.70, 6.97, -1.27)  0.0855
H (0.22, 7.18, -1.42)  0.0882
H (-1.17, 5.15, -1.23)  0.1055
O (-1.04, -0.83, -2.49)  -0.0069
C (-1.47, -1.83, -1.95)  -0.1663
C (-0.81, -2.62, -0.93)  -0.1100
C (-1.47, -3.74, -0.44)  0.0293
C (-0.89, -4.51, 0.54)  -0.1827
C (0.38, -4.17, 1.07)  -0.0098
C (1.04, -3.08, 0.60)  0.0119
C (0.48, -2.24, -0.42)  -0.3296
O (1.10, -1.22, -0.80)  -0.0845
N (-1.57, -5.68, 1.03)  -0.3700
O (-1.06, -6.31, 1.95)  0.0220
O (-2.63, -6.01, 0.51)  0.0289
H (-2.47, -2.20, -2.24)  0.1327
H (-2.45, -4.01, -0.82)  0.1234
H (0.80, -4.78, 1.85)  0.1146
H (2.00, -2.79, 1.00)  0.1241
F (1.63, -1.13, -3.43)  -0.4062
N (-4.04, -2.36, 1.74)  0.1450
C (-2.99, -1.99, 2.02)  -0.1960
C (-1.68, -1.52, 2.37)  -0.2209
C (-1.09, -0.44, 1.71)  0.0011
C (0.19, -0.07, 2.08)  -0.0303
C (0.81, -0.78, 3.09)  -0.1250
N (0.25, -1.81, 3.75)  0.0592
C (-0.97, -2.17, 3.38)  -0.1358
H (-1.61, 0.10, 0.92)  0.1120
H (0.74, 0.72, 1.57)  0.0667
H (1.81, -0.51, 3.39)  0.1072
H (-1.41, -3.02, 3.89)  0.1122

* HOMO level: -2.224 eV
* ΔE to the lowest compared entry with this formula, charge and spin: 0.0 kcal/mol
* E_tot: -142371.33288 eV
* total charge: -2

Entry 5:
This record from OMol25 describes an isolated molecule of C19H13BrF2N2O2S. The level of theory is ωB97M-V/def2-TZVPD.

Last column: Löwdin charge in e.
Atoms and positions in Å:
O (3.62, 1.43, 0.22)  -0.2989
S (2.50, 2.23, -0.20)  0.6290
O (2.72, 3.62, -0.45)  -0.2885
N (1.30, 2.15, 0.92)  0.0033
C (0.52, 1.15, 1.12)  -0.3249
N (-0.46, 1.32, 2.05)  0.1451
C (-1.42, 0.41, 2.48)  -0.1894
C (-2.74, 0.84, 2.65)  -0.0048
C (-3.73, -0.02, 3.07)  -0.0051
C (-3.41, -1.34, 3.33)  -0.2732
F (-4.37, -2.19, 3.73)  0.0735
C (-2.11, -1.81, 3.21)  0.0836
C (-1.13, -0.92, 2.80)  -0.2021
F (0.14, -1.37, 2.75)  0.1009
C (0.55, -0.12, 0.36)  -0.1960
C (1.70, -0.90, 0.33)  -0.0434
C (1.72, -2.07, -0.41)  -0.0632
C (0.61, -2.45, -1.14)  -0.0690
C (-0.54, -1.67, -1.12)  -0.0585
C (-0.57, -0.51, -0.36)  -0.0263
C (1.80, 1.51, -1.70)  -0.2798
C (0.61, 2.01, -2.18)  -0.0611
C (0.02, 1.44, -3.29)  -0.1159
C (0.66, 0.37, -3.90)  -0.6847
Br (-0.17, -0.47, -5.39)  0.7401
C (1.88, -0.11, -3.45)  -0.1103
C (2.45, 0.47, -2.34)  -0.0547
H (-0.52, 2.26, 2.41)  0.1625
H (-2.97, 1.87, 2.44)  0.1213
H (-4.75, 0.32, 3.20)  0.1204
H (-1.86, -2.83, 3.44)  0.1366
H (2.57, -0.59, 0.90)  0.1180
H (2.61, -2.68, -0.42)  0.1123
H (0.63, -3.35, -1.73)  0.1079
H (-1.41, -1.96, -1.69)  0.1104
H (-1.46, 0.10, -0.34)  0.1283
H (0.15, 2.85, -1.67)  0.1234
H (-0.92, 1.81, -3.68)  0.1042
H (2.36, -0.93, -3.96)  0.1079
H (3.40, 0.13, -1.94)  0.1212

* HOMO level: -9.064 eV
* ΔE to the lowest compared entry with this formula, charge and spin: 0.0 kcal/mol
* E_tot: -113301.52251 eV

Entry 6:
This record from OMol25 describes a structure of composition C19H14AuCl2N4O2S. The level of theory is ωB97M-V/def2-TZVPD.

Last column: Löwdin charge in e.
Atoms and positions in Å:
Au (-0.27, -0.08, -1.51)  0.7046
Cl (-2.72, 6.24, -0.45)  0.9196
C (-2.54, 5.14, 0.80)  -0.5681
C (-2.99, 5.43, 2.07)  -0.1228
C (-2.83, 4.48, 3.06)  -0.5254
Cl (-3.46, 4.86, 4.59)  0.8782
C (-2.20, 3.20, 2.87)  -0.1635
C (-2.10, 2.23, 3.87)  0.0085
C (-1.47, 1.04, 3.57)  -0.0009
C (-0.94, 0.86, 2.30)  -0.0654
N (-1.02, 1.77, 1.34)  0.1574
C (-1.64, 2.90, 1.61)  -0.1564
C (-1.69, 3.92, 0.51)  -0.3802
O (-1.06, 3.83, -0.51)  0.1316
H (-3.51, 6.35, 2.27)  0.1237
H (-2.52, 2.41, 4.85)  0.1040
H (-1.38, 0.26, 4.32)  0.1222
H (-0.41, -0.05, 2.05)  0.0907
C (3.06, -6.39, -2.64)  -0.0356
C (2.66, -5.04, -2.12)  -0.2497
C (2.03, -4.11, -2.94)  -0.0207
C (1.66, -2.87, -2.46)  -0.0838
C (1.93, -2.56, -1.14)  -0.4000
C (2.55, -3.47, -0.29)  -0.0516
C (2.91, -4.71, -0.79)  -0.0173
S (1.53, -0.96, -0.49)  0.6758
C (2.98, -0.03, -0.93)  -0.1997
O (1.45, -1.02, 0.97)  -0.4634
H (2.71, -6.54, -3.67)  0.0801
H (2.64, -7.19, -2.02)  0.0898
H (4.14, -6.50, -2.63)  0.0918
H (1.82, -4.37, -3.97)  0.1207
H (1.15, -2.16, -3.10)  0.0924
H (2.73, -3.21, 0.75)  0.1167
H (3.38, -5.43, -0.14)  0.1255
H (3.83, -0.49, -0.44)  0.0787
H (2.83, 0.99, -0.58)  0.0664
H (3.09, -0.05, -2.01)  0.0715
N (-1.95, 0.75, -2.25)  -0.0260
C (-2.71, 1.62, -2.09)  -0.3223
N (-3.55, 2.59, -2.01)  0.1381
C (-3.92, 2.98, -0.83)  -0.3237
N (-4.20, 3.39, 0.22)  0.1887

* HOMO level: -11.983 eV
* ΔE to the lowest compared entry with this formula, charge and spin: 0.0 kcal/mol
* E_tot: -69549.24825 eV
* total charge: +1

Entry 7:
This record from OMol25 describes a structure of composition C19H14BrFeN10O7 in a non-equilibrium geometry. The level of theory is ωB97M-V/def2-TZVPD.

Last column: Löwdin charge in e.
Atoms and positions in Å:
Fe (0.30, -0.16, 0.86)  0.9570
N (3.32, -1.96, 0.33)  0.1959
C (3.61, -0.67, 0.55)  -0.4238
N (4.89, -0.34, 0.59)  0.1846
C (5.15, 0.95, 0.82)  -0.4181
N (6.42, 1.32, 0.92)  0.1986
N (4.20, 1.91, 0.95)  0.1905
C (2.97, 1.48, 0.90)  -0.2768
N (2.59, 0.21, 0.72)  0.1141
C (1.89, 2.49, 1.02)  -0.1994
C (2.16, 3.84, 0.81)  0.0216
C (1.12, 4.75, 0.92)  -0.0150
C (-0.14, 4.28, 1.24)  -0.0197
C (-0.32, 2.92, 1.43)  -0.0977
N (0.67, 2.05, 1.32)  0.0511
H (4.07, -2.59, 0.11)  0.1231
H (2.36, -2.23, 0.18)  0.0617
H (7.14, 0.63, 0.81)  0.1210
H (6.66, 2.29, 1.07)  0.1206
H (3.17, 4.14, 0.58)  0.1185
H (1.30, 5.80, 0.76)  0.1226
H (-0.98, 4.96, 1.35)  0.1191
H (-1.29, 2.52, 1.68)  0.1190
O (-6.44, 0.58, -3.37)  0.1021
N (-5.31, 0.98, -3.52)  -0.3521
O (-4.90, 1.61, -4.48)  0.0953
C (-4.34, 0.70, -2.46)  -0.1178
C (-4.76, 0.00, -1.32)  0.1063
C (-3.85, -0.31, -0.35)  -0.0473
C (-2.49, 0.12, -0.40)  -0.2670
O (-1.71, 0.04, 0.60)  -0.1130
C (-2.11, 0.75, -1.63)  -0.0643
C (-3.03, 1.05, -2.63)  0.0998
N (-0.74, 1.07, -1.87)  -0.2992
O (0.13, 0.41, -1.25)  -0.0380
O (-0.44, 1.92, -2.66)  0.1500
N (-4.28, -1.14, 0.78)  -0.3417
O (-3.47, -1.93, 1.23)  0.0890
O (-5.43, -1.02, 1.15)  0.1114
H (-5.79, -0.31, -1.22)  0.1446
H (-2.71, 1.54, -3.54)  0.1420
Br (-1.27, -5.08, -1.96)  0.8159
C (-0.46, -4.38, -0.41)  -0.6528
C (-0.03, -5.21, 0.61)  -0.0677
C (0.51, -4.63, 1.75)  -0.0227
C (0.61, -3.25, 1.81)  -0.1226
N (0.23, -2.46, 0.80)  -0.0235
C (-0.30, -3.01, -0.29)  -0.1665
H (-0.12, -6.29, 0.52)  0.1197
H (0.84, -5.23, 2.58)  0.1216
H (1.01, -2.76, 2.69)  0.1205
H (-0.60, -2.34, -1.09)  0.1097

* spin multiplicity: 5
* HOMO level (spin up / spin down): -11.875 / -11.930 eV
* ΔE to the lowest compared entry with this formula, charge and spin: 20.8 kcal/mol
* E_tot: -153583.00469 eV
* total charge: +1

Entry 8:
This record from OMol25 describes a structure of composition C19H14Cl3NS2SiTc. The level of theory is ωB97M-V/def2-TZVPD.

Last column: Löwdin charge in e.
Atoms and positions in Å:
Tc (0.05, 0.48, 0.88)  0.6560
S (1.31, -1.39, 1.03)  0.5899
C (2.12, -0.74, 2.46)  -0.6761
C (3.44, -1.13, 2.71)  -0.1261
C (4.09, -0.70, 3.84)  -0.0818
C (3.45, 0.16, 4.74)  -0.0810
C (2.16, 0.58, 4.49)  -0.1254
C (1.48, 0.13, 3.35)  -0.6737
S (-0.18, 0.69, 3.11)  0.5893
H (3.94, -1.78, 2.00)  0.1006
H (5.11, -1.02, 4.03)  0.1054
H (3.96, 0.49, 5.63)  0.1056
H (1.66, 1.25, 5.17)  0.1011
Cl (-3.62, 0.13, 1.46)  0.2208
Si (-2.14, 0.04, 0.05)  -0.8557
Cl (-2.16, -1.81, -0.85)  0.2225
Cl (-2.62, 1.42, -1.38)  0.2337
N (0.53, 1.78, -0.26)  -0.1337
C (0.93, 2.70, -1.04)  -0.2813
C (1.74, 2.31, -2.23)  -0.1821
C (1.49, 2.88, -3.48)  -0.0360
C (2.23, 2.47, -4.58)  -0.0734
C (3.22, 1.51, -4.44)  -0.0836
C (3.47, 0.95, -3.20)  -0.0729
C (2.73, 1.34, -2.10)  -0.0298
C (0.58, 4.12, -0.77)  -0.1687
C (-0.54, 4.43, -0.01)  -0.0333
C (-0.85, 5.75, 0.27)  -0.0701
C (-0.04, 6.77, -0.20)  -0.0829
C (1.09, 6.47, -0.95)  -0.0740
C (1.40, 5.15, -1.24)  -0.0337
H (0.72, 3.63, -3.58)  0.1211
H (2.02, 2.90, -5.55)  0.1046
H (3.79, 1.20, -5.31)  0.1029
H (4.24, 0.20, -3.09)  0.1046
H (2.91, 0.90, -1.13)  0.1010
H (-1.18, 3.63, 0.34)  0.0871
H (-1.74, 5.99, 0.85)  0.1059
H (-0.29, 7.81, 0.01)  0.1032
H (1.74, 7.26, -1.31)  0.1041
H (2.28, 4.91, -1.82)  0.1158

* spin multiplicity: 2
* HOMO level (spin up / spin down): -8.366 / -8.147 eV
* ΔE to the lowest compared entry with this formula, charge and spin: 5.1 kcal/mol
* E_tot: -90739.14985 eV